C42H78ClIN8O9P | the ωB97M-V functional and the def2-TZVPD basis

Each line ends with the Löwdin charge.
Atoms and positions in Å:
C  -1.299  0.617  -3.363  0.18
C  -0.640  0.273  -2.408  -0.14
C  0.269  -0.232  -1.262  -0.38
P  1.518  1.244  -1.278  0.74
O  0.614  2.552  -1.838  -0.34
Cl  2.173  1.845  0.597  0.34
N  -0.707  -0.384  -0.131  0.01
O  -0.856  0.911  0.405  0.00
C  -2.127  1.352  0.394  -0.25
N  -3.114  1.919  0.175  0.24
C  -0.214  -1.481  0.809  -0.14
N  -1.448  -1.935  1.401  -0.08
C  -1.626  -3.327  1.824  -0.04
C  -1.893  -1.131  2.568  -0.43
C  -3.433  -0.842  2.581  0.00
O  -1.165  -0.773  3.451  0.14
C  0.794  -2.308  -0.105  -0.20
C  0.870  -3.870  0.013  -0.12
C  1.520  -4.720  -0.899  0.01
C  2.192  -2.014  0.664  -0.13
C  2.351  -2.786  2.022  -0.16
C  3.242  -1.903  2.987  -0.19
C  2.355  -0.974  3.904  -0.19
C  3.269  0.105  4.606  -0.19
C  2.425  1.351  5.077  -0.19
C  2.575  2.587  4.088  -0.23
C  3.753  3.563  4.478  -0.23
C  4.909  3.399  3.421  -0.13
C  0.801  -1.737  -1.625  -0.25
C  -0.163  -2.529  -2.582  -0.19
C  -1.576  -2.881  -1.989  -0.68
C  -2.803  -2.098  -2.580  -0.18
I  -2.018  -4.983  -2.497  0.87
C  2.152  -1.374  -2.302  -0.13
C  2.844  -2.667  -3.035  -0.23
C  4.060  -3.308  -2.206  -0.02
O  4.188  -2.436  -3.491  -0.13
H  -1.686  0.820  -4.371  0.08
H  0.574  3.200  -1.104  0.04
H  -1.647  -0.607  -0.502  0.16
H  0.417  -0.926  1.558  0.15
H  -2.603  -3.492  2.339  0.11
H  -1.589  -4.076  0.996  0.09
H  -0.844  -3.621  2.577  0.11
H  -3.971  -1.589  3.214  0.09
H  -3.871  -0.915  1.552  0.08
H  -3.600  0.203  2.916  0.08
H  0.487  -4.408  0.913  0.10
H  2.539  -5.067  -0.602  0.08
H  1.060  -5.119  -1.827  0.04
H  2.424  -0.928  0.739  0.08
H  2.957  -2.450  -0.027  0.10
H  2.894  -3.745  1.841  0.12
H  1.394  -3.010  2.545  0.10
H  3.936  -1.232  2.432  0.11
H  3.846  -2.560  3.676  0.09
H  1.576  -0.424  3.314  0.09
H  1.874  -1.574  4.708  0.12
H  3.792  -0.309  5.494  0.11
H  4.011  0.471  3.851  0.09
H  1.328  1.119  5.102  0.10
H  2.708  1.707  6.096  0.10
H  1.618  3.148  3.994  0.10
H  2.838  2.142  3.099  0.01
H  4.130  3.399  5.515  0.11
H  3.372  4.605  4.339  0.10
H  5.771  4.063  3.661  0.07
H  4.539  3.637  2.394  0.06
H  5.282  2.343  3.371  0.06
H  -0.257  -2.024  -3.578  0.14
H  0.273  -3.519  -2.850  0.03
H  -1.668  -2.872  -0.886  0.04
H  -2.898  -1.123  -2.026  0.05
H  -3.724  -2.664  -2.303  0.06
H  -2.731  -1.886  -3.667  0.07
H  2.043  -0.726  -3.205  0.13
H  2.998  -1.097  -1.646  0.09
H  2.189  -3.375  -3.623  0.14
H  4.570  -4.181  -2.666  0.12
H  4.576  -2.590  -1.540  0.11
C  -4.866  0.095  -6.986  -0.01
C  -3.468  -0.443  -6.855  -0.55
O  -3.193  -1.380  -6.112  0.00
N  -2.493  0.147  -7.594  0.00
C  -2.616  1.258  -8.520  -0.07
H  -5.530  -0.474  -6.338  0.09
H  -4.894  1.144  -6.681  0.05
H  -5.215  -0.008  -8.015  0.09
H  -1.582  -0.265  -7.459  0.14
H  -2.283  0.929  -9.507  0.08
H  -1.967  2.068  -8.183  0.08
H  -3.637  1.620  -8.586  0.08
C  -6.007  4.550  -4.434  -0.01
C  -6.146  3.638  -5.626  -0.54
O  -5.173  3.244  -6.259  0.00
N  -7.395  3.256  -5.992  0.01
C  -8.661  3.611  -5.378  -0.07
H  -4.953  4.764  -4.270  0.08
H  -6.527  5.491  -4.616  0.09
H  -6.406  4.067  -3.541  0.09
H  -7.408  2.648  -6.797  0.14
H  -9.162  2.695  -5.058  0.09
H  -9.282  4.109  -6.124  0.09
H  -8.528  4.267  -4.523  0.07
C  6.537  -4.447  5.652  0.00
C  6.682  -3.390  4.588  -0.53
O  5.797  -2.573  4.357  0.01
N  7.836  -3.360  3.876  0.01
C  8.991  -4.229  3.996  -0.07
H  5.565  -4.341  6.129  0.08
H  6.597  -5.442  5.207  0.09
H  7.310  -4.328  6.411  0.09
H  7.860  -2.626  3.184  0.14
H  9.865  -3.619  4.232  0.09
H  9.157  -4.724  3.037  0.08
H  8.856  -4.979  4.769  0.08
C  -6.837  -0.550  7.409  -0.01
C  -6.749  -1.134  6.023  -0.56
O  -6.866  -2.331  5.814  0.03
N  -6.531  -0.282  4.983  0.00
C  -6.364  1.159  5.019  -0.08
H  -7.012  -1.352  8.123  0.09
H  -5.901  -0.052  7.670  0.09
H  -7.667  0.156  7.471  0.09
H  -6.485  -0.747  4.090  0.13
H  -7.139  1.616  4.400  0.08
H  -5.387  1.409  4.599  0.07
H  -6.433  1.550  6.029  0.08
C  2.898  4.849  -1.531  -0.03
C  3.099  6.335  -1.695  -0.55
O  2.819  7.124  -0.807  0.04
N  3.609  6.781  -2.873  0.01
C  4.001  6.007  -4.035  -0.07
H  2.488  4.652  -0.541  0.06
H  2.193  4.478  -2.277  0.07
H  3.852  4.326  -1.619  0.09
H  3.715  7.783  -2.908  0.14
H  5.057  6.192  -4.239  0.09
H  3.414  6.343  -4.892  0.08
H  3.844  4.943  -3.887  0.07

2S+1: 1
Charge: +1
Gap between HOMO and LUMO, eV: 7.35
Highest occupied orbital energy, eV: -10.184
Lowest unoccupied orbital energy, eV: -2.8